# 1
C28H24N2O4S5W | the ωB97M-V functional and the def2-TZVPD basis

The geometry in XYZ format:
```
64
Properties=species:S:1:pos:R:3:mulliken_charge:R:1
W 0.3251 -0.3516 -0.8417 -0.68
S 2.6815 0.2085 -1.9718 0.19
C 2.4924 -0.3964 -0.2170 0.64
C 3.2457 0.2338 0.8098 -0.42
C 3.7940 -0.5112 1.8148 -0.92
C 3.7109 -1.9156 1.8045 -0.68
C 2.9788 -2.5674 0.8426 -1.00
C 2.3301 -1.8205 -0.1418 0.41
S 1.4563 -2.5028 -1.5260 0.06
C 0.2626 -3.6468 -0.7838 -1.10
C -0.8501 -3.0287 0.0139 0.57
C -1.7503 -3.8938 0.6144 -0.73
C -2.7120 -3.3967 1.4699 -0.85
C -2.6772 -2.0424 1.7652 -0.93
C -1.7793 -1.2201 1.1114 1.01
C -1.7770 0.2372 1.4784 -1.55
S -0.1810 1.1182 1.1520 0.06
C -0.9052 2.6059 0.4818 0.53
C -0.8423 3.8043 1.1734 -0.58
C -1.5177 4.9056 0.6688 -0.85
C -2.2460 4.7949 -0.5084 -0.70
C -2.3043 3.5912 -1.1962 -0.89
C -1.6247 2.4823 -0.7030 0.39
S -1.6716 0.9192 -1.5120 -0.10
N -0.9097 -1.6957 0.1893 0.94
H 3.4021 1.3037 0.7603 0.56
H 4.3630 -0.0192 2.5919 0.52
H 4.2617 -2.4970 2.5312 0.51
H 2.9180 -3.6457 0.8280 0.47
H 0.8081 -4.3361 -0.1371 0.62
H -0.1328 -4.2003 -1.6378 0.69
H -1.6795 -4.9524 0.4112 0.58
H -3.4458 -4.0464 1.9241 0.47
H -3.3585 -1.6089 2.4833 0.60
H -2.0102 0.3526 2.5371 0.81
H -2.5355 0.7642 0.9018 0.79
H -0.2803 3.8702 2.0950 0.54
H -1.4785 5.8437 1.2031 0.44
H -2.7873 5.6494 -0.8893 0.47
H -2.8894 3.4940 -2.1006 0.52
O 1.1099 -1.2289 -3.9111 -0.56
C 0.1732 -0.6038 -3.4481 -0.05
O -0.6686 -1.0977 -2.5720 -0.62
C -0.0523 0.8055 -3.9546 0.73
C -0.7751 0.9864 -5.1245 -0.64
C -0.9070 2.2533 -5.6738 -0.72
C -0.2833 3.3477 -5.0900 -0.71
C 0.4660 3.1859 -3.9380 -0.90
C 0.5681 1.9178 -3.3773 1.56
S 1.4153 1.8234 -1.8133 -0.02
H -1.2344 0.1293 -5.5974 0.55
H -1.4876 2.3786 -6.5766 0.46
H -0.3705 4.3274 -5.5370 0.45
H 0.9674 4.0230 -3.4704 0.50
N 0.5748 -0.5224 4.7427 -0.18
C 0.6252 -1.9712 4.4501 -0.82
C 0.7081 -2.0568 2.8935 0.76
O 0.6696 -3.1349 2.3319 -0.58
O 0.8296 -0.8898 2.3600 -0.16
H -0.3326 -0.2021 5.0696 0.35
H 0.7546 -0.1963 3.6758 0.14
H 1.2920 -0.2017 5.3873 0.35
H -0.2403 -2.5208 4.8101 0.33
H 1.5139 -2.4349 4.8723 0.36
```

Computed properties:
total charge	+2
electronic energy	-96583.6401	eV
frontier orbital gap (alpha / beta)	6.1 / 6.1	eV
HOMO energy (alpha / beta)	-13.03 / -13.03	eV
relative energy (zero: lowest compared OMol25 entry of this formula, charge and spin)	39.22	kcal per mole
LUMO level (alpha / beta)	-6.9 / -6.9	eV

=====

# 2
C28H25Cl3MgN2O5Se2 | the ωB97M-V functional and the def2-TZVPD basis

The geometry in XYZ format:
```
66
Properties=species:S:1:pos:R:3:mulliken_charge:R:1
Mg -0.2909 0.2734 0.0244 0.68
C -1.3537 2.8455 1.6777 -1.53
O -1.1409 1.4233 1.7290 -0.38
C -2.1774 0.6966 2.2766 0.71
C -3.3001 1.2506 2.8658 -0.64
C -4.2641 0.4058 3.4121 -0.74
C -4.1067 -0.9688 3.3765 -0.64
C -2.9752 -1.5185 2.7838 -0.54
C -2.0167 -0.6911 2.2356 0.23
N -0.8326 -1.0973 1.5694 1.24
N -0.3652 -2.2136 1.9396 -0.84
C 0.8892 -2.5173 1.4841 -0.28
C 1.7760 -1.4986 1.0250 1.21
O 1.4387 -0.3060 0.7781 -1.03
C 3.1787 -1.8618 0.8801 -0.74
C 3.6085 -3.1169 1.0991 -1.00
C 2.7172 -4.1676 1.5207 0.88
C 3.1754 -5.4783 1.7268 -0.80
C 2.3201 -6.4753 2.1333 -0.47
C 0.9659 -6.1705 2.3392 -0.65
C 0.4945 -4.8960 2.1337 -0.44
C 1.3588 -3.8599 1.7233 0.53
H -1.4867 3.2171 2.6958 0.45
H -2.2136 3.0687 1.0473 0.50
H -0.4646 3.2675 1.2222 0.38
H -3.4480 2.3183 2.8772 0.41
H -5.1529 0.8389 3.8541 0.35
H -4.8691 -1.6165 3.7901 0.36
H -2.8255 -2.5887 2.7270 0.43
H 3.8329 -1.0746 0.5277 0.40
H 4.6541 -3.3671 0.9481 0.30
H 4.2255 -5.6919 1.5564 0.35
H 2.6846 -7.4840 2.2844 0.36
H 0.2805 -6.9502 2.6511 0.37
H -0.5522 -4.6661 2.2779 0.43
O 3.8512 3.3102 -2.8850 -0.69
C 2.4552 3.5887 -2.6415 -1.15
C 1.5488 2.8382 -3.6181 1.92
C 1.7225 3.4524 -5.0197 -1.10
O 3.0412 3.3729 -5.5532 -0.60
C 1.9146 1.3407 -3.6756 -1.22
Se 2.4188 0.5572 -1.9324 -0.46
C 0.0631 3.0258 -3.2394 -1.50
Se -0.4381 3.0897 -1.3200 -0.51
H 3.9450 2.4016 -2.5307 0.31
H 2.3127 4.6685 -2.7458 0.46
H 2.2021 3.3048 -1.6235 0.42
H 1.4062 4.5049 -4.9679 0.39
H 1.0598 2.9424 -5.7290 0.34
H 3.6304 3.3864 -4.7759 0.47
H 2.7269 1.1950 -4.3874 0.34
H 1.0533 0.7788 -4.0395 0.45
H -0.4957 2.1966 -3.6746 0.37
H -0.3197 3.9433 -3.6938 0.39
Cl -5.1767 -4.1012 -3.3369 -0.29
C -4.2643 -2.8436 -2.5146 0.47
C -2.8812 -2.9064 -2.4884 -0.78
C -2.1906 -1.9080 -1.8363 1.10
Cl -0.4508 -1.9476 -1.7845 -0.12
C -2.8001 -0.8058 -1.1825 -0.88
O -2.1295 0.1012 -0.5910 -0.20
C -4.2149 -0.8176 -1.2490 0.39
Cl -5.0799 0.4683 -0.4574 -0.24
C -4.9349 -1.8038 -1.8967 -0.77
H -2.3497 -3.7172 -2.9662 0.43
H -6.0148 -1.7564 -1.9148 0.41
```

Computed properties:
total charge	-2
electronic energy	-216368.6176	eV
frontier orbital gap	4.6	eV
HOMO energy	-0.56	eV
relative energy (zero: lowest compared OMol25 entry of this formula, charge and spin)	24.23	kcal per mole
LUMO level	4.1	eV

=====

# 3
C28H25Cl3N4O9S3V | the ωB97M-V functional and the def2-TZVPD basis

The geometry in XYZ format:
```
73
Properties=species:S:1:pos:R:3:mulliken_charge:R:1
V 1.9255 1.3801 0.0760 0.42
O 5.3125 2.2564 -1.3844 -0.76
S 4.1017 2.1629 -0.6473 1.52
O 4.0508 1.2769 0.5051 -0.53
O 2.9185 1.7424 -1.4985 -0.67
C 3.5619 3.7862 -0.1121 0.02
C 4.0650 4.8805 -0.7975 -0.74
C 3.5842 6.1517 -0.5244 -0.61
C 2.5414 6.3050 0.3762 -0.78
C 2.0353 5.2050 1.0566 -0.53
C 2.5515 3.9298 0.8319 0.76
S 2.2087 2.7977 2.2350 1.35
O 1.0714 3.3678 2.8994 -0.75
O 3.4527 2.7249 2.9164 -0.69
O 1.7425 1.4146 1.7625 -0.32
H 4.8391 4.7122 -1.5303 0.53
H 4.0211 7.0081 -1.0152 0.45
H 2.1351 7.2851 0.5737 0.45
H 1.2519 5.3230 1.7904 0.58
Cl -0.1544 -5.2572 -0.4055 -0.16
C -1.1645 -3.8818 -0.5983 0.01
C -1.0259 -2.7957 0.2540 -1.41
C -1.8566 -1.7000 0.1022 0.59
C -2.8339 -1.6632 -0.8874 -0.43
C -3.7702 -0.4800 -1.0326 -0.97
C -3.0898 0.6597 -1.8311 -1.28
N -1.9952 1.1915 -1.0684 0.21
C -2.1044 2.0226 0.0064 -0.93
C -0.8573 2.1316 0.5466 -0.83
N 0.0094 1.3702 -0.1893 1.37
C -0.7159 0.8085 -1.1499 -0.75
O -4.1825 0.1007 0.1799 -0.22
C -5.0331 -0.6912 0.9968 -1.25
C -4.2668 -1.4792 2.0183 0.28
C -3.4942 -0.8881 2.9849 0.85
Cl -3.2433 0.7862 3.1981 -0.15
S -2.7170 -2.0455 4.0119 -0.17
C -3.4399 -3.3322 3.1326 -0.51
C -4.2247 -2.8895 2.1160 -0.72
C -2.9366 -2.7576 -1.7482 0.77
Cl -4.0926 -2.7677 -3.0332 -0.22
C -2.1156 -3.8660 -1.6074 -0.69
H -0.2907 -2.8171 1.0424 0.79
H -1.7689 -0.8730 0.7906 0.75
H -4.6505 -0.8128 -1.6033 1.12
H -3.8298 1.4419 -2.0082 0.44
H -2.7242 0.2723 -2.7815 0.43
H -3.0424 2.4418 0.3123 0.58
H -0.5438 2.6705 1.4255 0.69
H -0.3490 0.1338 -1.9026 0.36
H -5.6460 -1.3637 0.3872 0.36
H -5.6876 0.0232 1.5072 0.44
H -3.2395 -4.3442 3.4223 0.49
H -4.7654 -3.5423 1.4557 0.44
H -2.2232 -4.7027 -2.2794 0.52
O 0.7818 3.3885 -1.7929 -0.53
H 0.8358 4.3366 -1.9550 0.25
H 1.3849 2.9677 -2.4175 0.25
N 3.0141 -5.5283 0.0249 -0.21
C 2.7909 -4.6955 -1.0085 -0.05
O 2.7834 -5.0559 -2.1623 -0.61
C 2.5352 -3.2452 -0.6731 1.21
C 2.2362 -2.3969 -1.7401 -1.21
C 2.0047 -1.0568 -1.5168 -0.29
N 2.0272 -0.5234 -0.2907 0.87
C 2.3247 -1.3213 0.7397 -0.77
C 2.5842 -2.6721 0.5953 -0.98
H 3.1445 -6.5055 -0.1806 0.25
H 2.9636 -5.2520 0.9882 0.15
H 2.2229 -2.8079 -2.7366 0.57
H 1.8486 -0.3716 -2.3419 0.64
H 2.3688 -0.8382 1.7100 0.62
H 2.8442 -3.2363 1.4776 0.38
```

Computed properties:
total charge	+1
electronic energy	-149586.0579	eV
frontier orbital gap (alpha / beta)	7.7 / 7.4	eV
HOMO energy (alpha / beta)	-11.04 / -11.04	eV
relative energy (zero: lowest compared OMol25 entry of this formula, charge and spin)	53.35	kcal per mole
spin multiplicity	3
LUMO level (alpha / beta)	-3.3 / -3.6	eV